# 1
Below is a structure of composition C20H16Br4O2PtSTe in a non-equilibrium geometry, with properties calculated with ωB97M-V with the def2-TZVPD basis set.

LUMO (alpha / beta): -0.371 / -2.156 eV
2S+1: 3
Relative energy (zero: lowest compared OMol25 entry of this formula, charge and spin): 169.4 kJ/mol
Maximum force: 0.0712 Eh/bohr
<S²>: 2.0353
Molar mass: 962.707 Da
Highest occupied orbital energy (alpha / beta): -6.05 / -8.00 eV
Total energy: -326634.7463 eV

Geometry (Å):
Pt (1.5154, 1.0824, -0.2241)
Br (6.0053, -0.9432, 4.6067)
C (5.1384, -0.7116, 2.9227)
C (5.9912, -0.4341, 1.8571)
Br (7.8693, -0.7885, 1.9204)
C (5.4814, 0.0022, 0.6233)
Br (6.2414, 0.0303, -1.1127)
C (4.1146, 0.4878, 0.6657)
O (3.5672, 1.2340, -0.2170)
C (3.2155, -0.1114, 1.7094)
O (1.9601, 0.2487, 1.5648)
C (3.7972, -0.8308, 2.7125)
Br (2.7948, -2.0454, 3.7751)
C (0.2589, 1.1244, -3.3472)
S (1.1172, 2.1518, -2.1321)
C (0.2322, 3.6591, -1.8776)
H (-0.7487, 1.5921, -3.4134)
H (0.2409, 0.0930, -2.9501)
H (0.9211, 1.1862, -4.2260)
H (-0.3193, 4.0068, -2.7339)
H (1.0620, 4.3715, -1.7287)
H (-0.3686, 3.6233, -0.8907)
Te (-1.0183, 0.4891, 0.3492)
C (-1.0043, -1.6068, 0.6715)
C (-0.4277, -2.1348, 1.8988)
C (-0.1475, -3.5140, 1.8895)
C (-0.6079, -4.3571, 0.8801)
C (-1.4345, -3.8226, -0.1420)
C (-1.5848, -2.4369, -0.2441)
C (-3.0791, 0.9385, -0.2500)
C (-3.7315, 1.8804, 0.5574)
C (-4.9944, 2.3297, 0.2146)
C (-5.6544, 1.8000, -0.8871)
C (-5.0535, 0.8071, -1.6296)
C (-3.7245, 0.3554, -1.3015)
H (0.0280, -1.4666, 2.6265)
H (0.4237, -3.8588, 2.8002)
H (-0.2931, -5.3712, 0.8454)
H (-1.7972, -4.4675, -0.9118)
H (-1.9232, -2.0191, -1.2715)
H (-3.2227, 2.2916, 1.4074)
H (-5.3925, 3.2579, 0.6405)
H (-6.6429, 2.1234, -1.3560)
H (-5.5187, 0.1920, -2.4176)
H (-3.2866, -0.4382, -1.8739)



# 2
Below is the molecule C20H16BrNO2, with properties calculated with ωB97M-V with the def2-TZVPD basis set.

LUMO: -0.059 eV
Maximum force: 0.0107 Eh/bohr
Molar mass: 382.257 Da
Highest occupied orbital energy: -7.93 eV
Total energy: -96627.3902 eV

Geometry (Å):
C (-3.2618, -4.1134, -1.1578)
O (-2.5077, -3.0138, -0.7014)
C (-3.1253, -1.8336, -0.4643)
C (-4.4946, -1.6437, -0.6337)
C (-5.0868, -0.4161, -0.4019)
C (-4.2972, 0.6452, -0.0007)
Br (-5.0910, 2.3497, 0.3109)
C (-2.9379, 0.4845, 0.1732)
C (-2.3213, -0.7483, -0.0417)
C (-0.8866, -0.8178, 0.1790)
C (-0.1201, -1.9099, 0.2609)
C (1.3298, -1.9000, 0.5702)
O (1.8407, -2.7884, 1.2221)
N (2.0032, -0.8288, 0.0502)
C (3.3549, -0.4934, 0.1506)
C (4.2568, -1.2394, 0.9386)
C (5.5681, -0.8689, 1.0109)
C (6.0570, 0.2550, 0.3126)
C (7.4072, 0.6544, 0.3732)
C (7.8435, 1.7500, -0.3182)
C (6.9481, 2.4953, -1.1014)
C (5.6327, 2.1343, -1.1808)
C (5.1510, 1.0084, -0.4794)
C (3.8039, 0.6092, -0.5408)
H (-3.7415, -3.9020, -2.1182)
H (-4.0177, -4.4148, -0.4264)
H (-2.5442, -4.9224, -1.2854)
H (-5.1223, -2.4605, -0.9508)
H (-6.1496, -0.2907, -0.5366)
H (-2.3393, 1.3252, 0.4912)
H (-0.4341, 0.1564, 0.3352)
H (-0.5451, -2.8985, 0.2080)
H (1.4644, -0.2032, -0.5328)
H (3.8925, -2.1003, 1.4730)
H (6.2563, -1.4426, 1.6148)
H (8.0918, 0.0767, 0.9780)
H (8.8797, 2.0510, -0.2676)
H (7.3094, 3.3583, -1.6417)
H (4.9411, 2.7064, -1.7833)
H (3.1183, 1.1878, -1.1465)



# 3
Below is a cluster of 2 separate species, C20H16F3N2O4S in total in a non-equilibrium geometry, with properties calculated with ωB97M-V with the def2-TZVPD basis set.

Total charge: -1
LUMO: 1.417 eV
Maximum force: 0.0536 Eh/bohr
Molar mass: 437.419 Da
Highest occupied orbital energy: -2.68 eV
Total energy: -51157.7716 eV

Geometry (Å):
C (2.7842, 2.0499, -1.7463)
C (1.5638, 2.2880, -0.9068)
O (0.5523, 1.3552, -1.3678)
C (-0.5624, 1.3948, -0.6105)
C (-1.4961, 0.2796, -0.9259)
N (-2.7071, 0.6788, -1.1048)
C (-3.8301, 0.3597, -1.6760)
C (-4.9667, 1.2882, -1.7334)
C (-6.2567, 0.8893, -2.1687)
C (-7.3401, 1.7601, -2.1225)
C (-7.1592, 3.0798, -1.6800)
C (-5.8822, 3.5116, -1.3024)
C (-4.7994, 2.6272, -1.3177)
O (-0.8289, 2.2633, 0.1995)
H (3.5416, 2.8010, -1.5156)
H (3.1788, 1.0594, -1.5004)
H (2.5730, 2.0844, -2.8205)
H (1.7358, 2.0569, 0.1531)
H (1.2020, 3.3187, -0.9950)
H (-1.1133, -0.7239, -1.1616)
H (-3.9606, -0.6401, -2.1422)
H (-6.3917, -0.1285, -2.5467)
H (-8.3309, 1.4340, -2.4385)
H (-8.0101, 3.7591, -1.6454)
H (-5.7271, 4.5470, -0.9967)
H (-3.8032, 2.9481, -1.0102)
F (-0.8347, -2.7496, -0.9681)
C (0.3545, -2.5677, -0.3099)
F (0.5475, -3.6472, 0.4753)
F (1.3508, -2.5467, -1.2488)
S (0.3668, -1.0389, 0.6246)
N (1.9484, -1.5359, 1.4376)
C (3.1959, -1.0762, 1.0238)
O (3.4317, -0.3067, 0.0981)
C (4.1845, -1.7284, 1.9226)
C (3.5031, -2.5262, 2.8211)
C (4.1912, -3.2962, 3.7649)
C (5.5891, -3.1750, 3.7985)
C (6.2756, -2.3388, 2.8851)
C (5.5725, -1.6142, 1.9175)
C (2.0305, -2.3798, 2.5641)
O (1.0971, -2.8624, 3.1847)
H (3.6410, -3.9626, 4.4416)
H (6.1682, -3.7370, 4.5352)
H (7.3609, -2.2749, 2.9375)
H (6.0595, -0.9771, 1.1780)



# 4
Below is a structure of composition C20H16F3N2O6S3 in a non-equilibrium geometry, with properties calculated with ωB97M-V with the def2-TZVPD basis set.

Total charge: -1
LUMO: 0.978 eV
Relative energy (zero: lowest compared OMol25 entry of this formula, charge and spin): 123.1 kJ/mol
Maximum force: 0.1259 Eh/bohr
Molar mass: 533.551 Da
Highest occupied orbital energy: -4.44 eV
Total energy: -76915.0517 eV

Geometry (Å):
C (-0.4272, -1.2819, 0.4993)
N (-1.3726, -2.6807, 0.5871)
O (-2.2778, -2.7233, 1.4426)
O (-1.3667, -3.3989, -0.4161)
C (1.0225, -2.1416, 0.6425)
C (1.2166, -3.1760, -0.2713)
C (2.4100, -3.9529, -0.3226)
C (3.4316, -3.7341, 0.6036)
C (3.1882, -2.7737, 1.6042)
C (2.0195, -1.9694, 1.6053)
H (-0.5232, -0.8693, 1.5612)
H (0.4546, -3.4003, -1.0274)
H (2.4772, -4.7512, -1.0683)
H (4.3844, -4.3104, 0.5456)
H (3.9828, -2.6398, 2.3602)
H (1.9273, -1.2095, 2.3598)
F (-0.1817, 3.6283, 1.7466)
C (0.4256, 2.3895, 1.5815)
F (1.7278, 2.6536, 1.1404)
F (0.4832, 1.6997, 2.7771)
S (-0.4075, 1.4184, 0.5072)
N (-1.1629, -0.7812, -0.5277)
S (-0.3658, -0.4097, -1.9457)
C (1.3560, -0.2634, -1.5847)
C (2.1762, -0.8511, -2.5197)
C (3.5323, -0.7969, -2.3217)
C (4.0970, -0.3423, -1.1332)
C (3.3085, 0.3221, -0.2396)
C (1.9519, 0.3458, -0.5095)
O (-0.4842, -1.6874, -2.6028)
O (-0.8447, 0.7534, -2.6694)
S (-3.1215, 0.2109, 0.0835)
C (-3.2680, 2.0070, 0.1509)
C (-3.2225, 2.6399, 1.3898)
C (-3.6609, 3.9513, 1.5104)
C (-4.1365, 4.6461, 0.3930)
C (-4.2148, 3.9898, -0.8444)
C (-3.8079, 2.6730, -0.9538)
O (-3.9899, -0.3049, -0.9624)
O (-3.2081, -0.2328, 1.4542)
H (1.7444, -1.4011, -3.3256)
H (4.1675, -1.1839, -3.0830)
H (5.1436, -0.4069, -0.8756)
H (3.6463, 0.7769, 0.6769)
H (1.2175, 0.7140, 0.3240)
H (-2.8107, 2.1316, 2.2611)
H (-3.6473, 4.4170, 2.5041)
H (-4.5208, 5.6554, 0.5032)
H (-4.6222, 4.5032, -1.7069)
H (-3.8472, 2.1479, -1.9037)



# 5
Below is a cluster of 2 separate species, C20H16F4O3 in total in a non-equilibrium geometry, with properties calculated with ωB97M-V with the def2-TZVPD basis set.

LUMO: -2.868 eV
Relative energy (zero: lowest compared OMol25 entry of this formula, charge and spin): 0.0 kJ/mol
Maximum force: 0.0432 Eh/bohr
Molar mass: 380.337 Da
Highest occupied orbital energy: -7.78 eV
Total energy: -38008.6647 eV

Geometry (Å):
C (0.5849, -2.9340, -2.0483)
C (-0.5317, -1.9224, -1.9728)
C (-0.1913, -0.4976, -1.9277)
C (-1.2692, 0.5263, -1.8684)
C (-1.2288, 1.4077, -3.1317)
C (0.1465, 2.0413, -3.1634)
O (1.2288, 1.0604, -3.1825)
C (1.1291, -0.0962, -2.4801)
O (2.1558, -0.7482, -2.2767)
O (-1.7267, -2.2939, -1.9326)
H (1.3129, -2.6759, -2.8194)
H (1.1203, -2.9893, -1.0921)
H (0.1439, -3.9106, -2.2673)
H (-2.2344, 0.0246, -1.7457)
H (-1.1263, 1.1819, -0.9919)
H (-1.4360, 0.7753, -4.0128)
H (-1.9932, 2.1950, -3.0791)
H (0.3193, 2.6399, -4.0652)
H (0.2755, 2.6716, -2.2644)
F (-2.7697, -0.3120, 4.5216)
C (-2.1905, -0.9814, 3.4597)
C (-2.2782, -2.3730, 3.4367)
C (-1.7049, -3.0169, 2.3404)
F (-1.9620, -4.3688, 2.1725)
C (-0.9062, -2.3616, 1.4123)
C (-0.7357, -0.9494, 1.5078)
C (0.2385, -0.2830, 0.6771)
C (0.9696, 0.8734, 1.1255)
C (1.8444, 1.5005, 0.1877)
C (2.5244, 2.6509, 0.5275)
F (3.2927, 3.2641, -0.4436)
C (2.4856, 3.1959, 1.8091)
C (1.7092, 2.5181, 2.7497)
F (1.6987, 2.9968, 4.0465)
C (0.9812, 1.3711, 2.4591)
C (-1.5053, -0.2588, 2.4914)
H (-2.8063, -2.9222, 4.2055)
H (-0.3636, -2.9051, 0.6250)
H (0.7634, -0.8817, -0.0775)
H (2.0044, 1.0287, -0.7794)
H (3.0514, 4.0830, 2.0616)
H (0.4637, 0.8435, 3.2599)
H (-1.4844, 0.8322, 2.5462)



# 6
Below is a structure of composition C20H16N2O10SW, with properties calculated with ωB97M-V with the def2-TZVPD basis set.

Total charge: +2
LUMO: -8.630 eV
Relative energy (zero: lowest compared OMol25 entry of this formula, charge and spin): 101.2 kJ/mol
Maximum force: 0.0185 Eh/bohr
Molar mass: 660.259 Da
Highest occupied orbital energy: -14.78 eV
Total energy: -57098.7391 eV

Geometry (Å):
W (0.2292, 0.9265, 0.4738)
O (2.2899, -2.1765, -1.1078)
C (1.9700, -1.5938, -0.1415)
O (0.8820, -0.6805, -0.1928)
C (2.4726, -1.6824, 1.2779)
C (1.2604, -1.8100, 2.2396)
C (1.7103, -2.3066, 3.6011)
C (2.4939, -1.0792, 4.1285)
C (2.2638, -0.0517, 3.0260)
O (0.9389, -0.4062, 2.4990)
C (3.1367, -0.3478, 1.7997)
C (3.0596, 0.7475, 0.7588)
O (3.7551, 0.8815, -0.1764)
O (1.9167, 1.5819, 0.9922)
H (3.1531, -2.5277, 1.3390)
H (0.3913, -2.3078, 1.8175)
H (2.3114, -3.2109, 3.5284)
H (0.8439, -2.5235, 4.2217)
H (3.5568, -1.2768, 4.2584)
H (2.1025, -0.7292, 5.0803)
H (2.2663, 0.9860, 3.3421)
H (4.1891, -0.4987, 2.0308)
O (-2.3654, 4.5937, 4.9055)
C (-1.8068, 3.9300, 4.2024)
C (-1.0552, 1.9556, 3.2997)
O (-1.1984, 1.1239, 4.0460)
C (-0.6081, 2.3809, 1.9965)
C (-0.6617, 3.6008, 1.5373)
O (-0.1079, 1.8377, -0.8956)
C (-0.8836, 4.8818, 1.4819)
O (-1.0173, 6.0034, 1.2926)
O (-1.5447, 0.1465, 0.7651)
N (-2.6562, -2.2962, -1.9755)
C (-2.3711, -1.1407, -1.4011)
S (-2.4452, -1.1240, 0.3460)
N (-2.0917, -0.0667, -2.1015)
C (-1.9222, -0.0832, -3.5412)
C (-3.0399, -0.1879, -4.3542)
C (-2.8554, -0.2087, -5.7308)
C (-1.5780, -0.1143, -6.2629)
C (-0.4720, 0.0003, -5.4307)
C (-0.6379, 0.0134, -4.0537)
H (-2.7035, -3.1521, -1.4456)
H (-2.7715, -2.3458, -2.9802)
H (-1.9432, 0.8022, -1.6051)
H (-4.0360, -0.2266, -3.9280)
H (-3.7138, -0.2851, -6.3840)
H (-1.4426, -0.1244, -7.3360)
H (0.5212, 0.0761, -5.8512)
H (0.2147, 0.0949, -3.3919)



# 7
Below is a structure of composition C20H17BrFeN3O8Si, with properties calculated with ωB97M-V with the def2-TZVPD basis set.

LUMO (alpha / beta): -0.945 / -0.328 eV
2S+1: 2
Maximum force: 0.0059 Eh/bohr
<S²>: 0.8987
Molar mass: 591.204 Da
Highest occupied orbital energy (alpha / beta): -8.84 / -8.76 eV
Total energy: -154168.8706 eV

Geometry (Å):
Fe (0.2095, -0.0941, -0.0107)
O (-5.4884, 1.7654, -1.3180)
C (-4.2073, 1.4915, -1.0287)
C (-3.4628, 2.1960, -0.0884)
C (-2.1536, 1.8318, 0.1279)
N (-1.5556, 0.8271, -0.5279)
C (-2.2972, 0.1554, -1.4081)
Br (-1.4389, -1.3077, -2.2349)
C (-3.6071, 0.4368, -1.7096)
H (-5.8149, 2.4865, -0.7676)
H (-3.8911, 3.0137, 0.4758)
H (-1.5525, 2.3517, 0.8595)
H (-4.1603, -0.1444, -2.4311)
O (2.8893, -2.9125, 0.5432)
C (1.9132, -2.2223, 0.7173)
O (1.6401, -1.1880, -0.0589)
C (0.9764, -2.5064, 1.8655)
C (1.3734, -3.5002, 2.7535)
C (0.6113, -3.8078, 3.8596)
C (-0.5708, -3.1314, 4.1379)
C (-0.9471, -2.1583, 3.2579)
C (-0.2281, -1.8159, 2.0948)
O (-0.7552, -0.8985, 1.3264)
N (-2.1593, -1.3643, 3.5170)
O (-1.9954, -0.2356, 3.9348)
O (-3.2325, -1.8833, 3.2979)
N (1.0540, -4.8565, 4.7790)
O (2.0943, -5.4299, 4.5289)
O (0.3509, -5.0874, 5.7459)
H (2.2971, -4.0261, 2.5600)
H (-1.1537, -3.3709, 5.0154)
C (1.7440, 0.6989, 2.9568)
Si (1.5562, 1.3618, 1.2226)
C (3.1950, 1.5600, 0.3496)
C (0.6670, 3.0173, 1.2576)
C (0.6188, 3.8143, 0.1090)
C (-0.1059, 4.9955, 0.0811)
C (-0.8062, 5.4042, 1.2099)
C (-0.7687, 4.6316, 2.3619)
C (-0.0393, 3.4491, 2.3830)
H (2.2987, 1.4172, 3.5665)
H (2.3091, -0.2350, 2.9528)
H (0.7796, 0.5069, 3.4315)
H (3.8036, 2.2861, 0.8943)
H (3.0728, 1.9269, -0.6717)
H (3.7258, 0.6096, 0.2984)
H (1.1523, 3.5052, -0.7847)
H (-0.1269, 5.5984, -0.8180)
H (-1.3745, 6.3254, 1.1916)
H (-1.3073, 4.9491, 3.2458)
H (-0.0340, 2.8493, 3.2855)



# 8
Below is the molecule C20H17BrN2O6S in a non-equilibrium geometry, with properties calculated with ωB97M-V with the def2-TZVPD basis set.

LUMO: -0.427 eV
Relative energy (zero: lowest compared OMol25 entry of this formula, charge and spin): 69.3 kJ/mol
Maximum force: 0.0955 Eh/bohr
Molar mass: 493.335 Da
Highest occupied orbital energy: -8.88 eV
Total energy: -117157.5568 eV

Geometry (Å):
C (-0.8891, -1.2903, 6.9242)
O (-0.9964, -1.1023, 5.4585)
C (-0.2350, -1.7836, 4.6086)
O (0.7931, -2.4117, 4.9432)
C (-0.4249, -1.4774, 3.1309)
C (0.5278, -1.9267, 2.1953)
C (0.4154, -1.5814, 0.8339)
C (-0.6915, -0.8782, 0.3111)
N (-0.8516, -0.3394, -0.9882)
C (-0.7526, 1.0433, -1.2231)
C (-0.4627, 1.9495, -0.1242)
S (1.1449, 2.8613, -0.2370)
C (2.4963, 1.5611, -0.4795)
C (3.4923, 1.7389, 0.6641)
C (3.0496, 1.7320, -1.8458)
O (4.0729, 1.0818, -2.0918)
O (2.2660, 2.4342, -2.7849)
N (-0.6698, 1.6114, -2.4195)
C (-0.8645, 0.7854, -3.4978)
C (-0.5885, 1.2797, -4.8134)
C (-0.9154, 0.4123, -5.8829)
C (-1.4541, -0.8510, -5.7077)
Br (-1.9332, -1.8315, -7.3877)
C (-1.5764, -1.3298, -4.4132)
C (-1.2662, -0.5233, -3.3016)
C (-1.3210, -1.1621, -2.0104)
O (-1.4376, -2.3972, -1.7686)
C (-1.6558, -0.5750, 1.2431)
C (-1.5897, -0.7701, 2.6246)
O (-2.6511, -0.3375, 3.3133)
H (-0.6269, -2.3230, 7.3123)
H (-1.9672, -1.1351, 7.3852)
H (-0.2370, -0.4785, 7.3946)
H (1.3795, -2.5488, 2.4288)
H (1.1279, -2.0403, 0.1583)
H (-0.5251, 1.4915, 0.8151)
H (-1.2306, 2.7466, -0.2013)
H (2.1305, 0.5621, -0.2780)
H (4.3673, 1.2913, 0.4322)
H (3.1190, 1.3933, 1.6004)
H (3.7359, 2.7898, 0.7135)
H (1.4674, 2.7095, -2.2774)
H (-0.1479, 2.2357, -4.8414)
H (-0.7578, 0.5958, -6.9387)
H (-1.7439, -2.4369, -4.2241)
H (-2.5769, -0.0369, 1.0883)
H (-2.5458, -0.7387, 4.1589)